(1)
Entry from OMol25: C4H6CsO3 as an isolated structure (the ωB97M-V functional and the def2-TZVPD basis).

Structure (XYZ):
```
14
Properties=species:S:1:pos:R:3
O -2.13567 -1.70358 -1.18792
O -1.15755 -0.44855 0.28151
O -1.73620 0.46087 -1.66736
C 0.13552 0.05879 0.22467
C 0.31590 1.22697 1.13620
C -1.89883 -0.51039 -0.89712
H -0.26893 1.15061 2.06512
H 1.37680 1.29500 1.44339
H -0.00827 2.15540 0.64313
Cs 0.22532 2.29757 -2.82417
C 1.08847 -1.26773 0.15340
H 1.72937 -1.44585 1.03743
H 0.48166 -2.18051 0.20674
H 1.85240 -1.08861 -0.61502
```

Summary:
ΔE to the lowest compared entry with this formula, charge and spin, kcal/mol: 5.01
HOMO level (spin up / spin down), eV: -7.2 / -7.6
Net charge: 0
Spin multiplicity: 2
Orbital gap (spin up / spin down), eV: 6.20 / 6.60

Results of the natural (NBO) charge analysis, in e, for atoms 1 through 2: O -0.705; O -0.604

(2)
Entry from OMol25: a 5-piece molecular cluster, C28H43BrF5O17PS3 overall (the ωB97M-V functional and the def2-TZVPD basis).

Structure (XYZ):
```
98
Properties=species:S:1:pos:R:3
C 2.31308 -4.48714 0.32960
C 1.90765 -2.88828 0.58481
C 0.78667 -2.48502 -0.59480
C -0.29501 -3.66625 -0.90121
C 0.24468 -0.95584 -0.50636
C -0.32698 -0.28885 -1.91192
C -1.76713 -0.82014 -2.43204
C -1.67147 -1.92125 -3.68852
P 0.87894 -0.50872 -3.42643
S 2.63408 0.28002 -3.13972
C -0.25546 1.35804 -1.62623
Br -0.28864 2.43774 -3.35746
O -1.35694 1.88956 -0.83936
S -1.75324 0.97926 0.52969
O -1.83123 1.95041 1.73430
O -3.24755 0.52249 0.29238
C -0.59559 -0.51571 0.83419
C 0.38160 -0.01243 2.09566
C 1.28713 1.30479 1.79742
C 1.58290 2.13933 3.19279
C 1.75016 3.75657 2.84010
F 0.39634 4.21905 2.36078
F 2.04676 4.41721 4.16161
C 2.91610 4.06415 1.72096
F 4.08036 3.16839 2.01551
F 3.43393 5.46689 1.87277
F 2.44605 3.95863 0.30858
S -1.72181 -1.78750 1.60097
C -2.76654 -1.07510 3.03786
O -0.99145 -3.00729 2.26844
O -2.78039 -2.42488 0.66134
H 2.31013 -4.74920 -0.82838
H 1.52000 -5.20972 0.83802
H 3.36864 -4.75918 0.80961
H 1.50575 -2.81980 1.66753
H 2.86124 -2.25399 0.34622
H 1.50639 -2.52372 -1.55268
H -0.46348 -4.33646 0.06470
H -1.33399 -3.32550 -1.30689
H 0.14657 -4.41588 -1.71858
H 1.27529 -0.34843 -0.39134
H -2.32084 0.11805 -2.92293
H -2.50386 -1.22824 -1.62336
H -1.53857 -1.40073 -4.73531
H -0.90208 -2.78364 -3.47788
H -2.73926 -2.44019 -3.71924
H 0.24486 -0.10626 -4.68974
H 1.11625 -1.94861 -3.61080
H 0.79289 1.64393 -1.13207
H -0.31538 0.26420 3.02508
H 1.09536 -0.85331 2.48655
H 2.36062 0.96791 1.39838
H 0.87344 2.05703 1.00617
H 0.66950 2.06539 3.93016
H 2.52603 1.71348 3.77517
H -2.44935 0.00383 3.34593
H -2.79030 -1.83767 3.95352
H -3.90430 -0.99700 2.68656
O -1.26380 0.41724 4.81419
C -1.96701 1.09548 5.54437
O -1.99779 0.98700 6.90480
C -2.75303 2.08222 7.38757
C -3.60938 2.45033 6.21961
O -2.82670 2.06147 5.10682
H -3.34286 1.79133 8.26114
H -2.06677 2.88637 7.67299
H -4.55235 1.89378 6.20065
H -3.82794 3.52117 6.18497
O -5.43374 7.35345 2.36479
C -4.33327 6.82983 2.31504
O -3.51943 6.84641 1.21919
C -2.26421 6.33917 1.63158
C -2.60451 5.51204 2.82868
O -3.75571 6.14986 3.34835
H -1.80392 5.74871 0.83464
H -1.60671 7.17970 1.87715
H -2.86034 4.48037 2.56504
H -1.79984 5.50061 3.56896
O -0.13489 -3.91069 -4.62042
C -0.94411 -4.82277 -4.65133
O -2.03955 -4.91049 -3.84152
C -2.83207 -5.97380 -4.33573
C -1.84774 -6.82103 -5.07486
O -0.87125 -5.88950 -5.50011
H -3.31226 -6.51340 -3.51482
H -3.60589 -5.56237 -4.99224
H -1.36925 -7.56541 -4.42969
H -2.29754 -7.32998 -5.93177
O 7.26389 -2.18403 -3.93805
C 7.01307 -1.07954 -4.39068
O 5.89186 -0.77559 -5.10762
C 5.86425 0.63217 -5.25042
C 7.29832 1.02155 -5.09285
O 7.81816 0.01353 -4.24682
H 5.46081 0.91494 -6.22659
H 5.22754 1.05459 -4.46605
H 7.84355 1.00231 -6.04240
H 7.41380 2.00856 -4.63663
```

Summary:
HOMO level, eV: -8.7
Net charge: 0
Orbital gap, eV: 8.21

Results of the Löwdin charge analysis, in e, for atoms 1 through 2: C -0.135; C -0.186

(3)
Entry from OMol25: a 4-piece molecular cluster, C20H40BN6O7 overall (the ωB97M-V functional and the def2-TZVPD basis).

Structure (XYZ):
```
74
Properties=species:S:1:pos:R:3
C -2.11962 -5.29097 2.88883
C -2.25349 -3.82127 2.56769
C -2.62588 -3.39052 1.33680
C -2.70905 -2.03914 1.09094
C -3.13731 -1.53133 -0.26193
O -2.52565 -1.68724 -1.28738
O -4.33218 -0.86557 -0.28889
N -5.24394 -1.41290 0.66003
C -2.40103 -1.12927 2.10412
B -2.44658 0.46949 1.88846
O -3.57769 1.08759 2.34116
N -1.37362 1.26093 1.29886
C -0.32173 1.52240 2.33550
C -0.66902 0.54702 0.22100
C -2.05659 -1.60038 3.33994
C -1.75959 -0.76061 4.54334
C -3.11476 -0.59412 5.36083
O -4.22766 -0.92123 4.53631
N -1.99413 -2.92840 3.52061
H -1.78817 -5.39237 3.92357
H -1.44856 -5.78128 2.18327
H -3.10349 -5.75152 2.76582
H -2.84810 -4.10141 0.55048
H -6.15655 -1.07530 0.36866
H -5.08548 -0.97271 1.56866
H -3.43490 2.04592 2.32657
H -0.64357 2.29249 3.04264
H 0.57839 1.87782 1.83098
H -0.06680 0.57219 2.82396
H 0.14508 1.16373 -0.16797
H -0.18082 -0.36855 0.59734
H -1.30473 0.32726 -0.63809
H -1.02080 -1.24300 5.18955
H -1.41737 0.24082 4.30034
H -3.09394 -1.32752 6.16849
H -3.20751 0.42768 5.72898
H -4.51907 -0.09816 4.12454
H -1.72786 -3.28317 4.43256
C -2.12864 0.34495 -4.88886
O -1.42767 0.40546 -5.87736
N -3.43362 0.68421 -4.84352
C -4.20811 0.58528 -3.62404
C -4.07467 1.16209 -6.05751
H -1.74000 -0.00512 -3.91578
H -5.04385 -0.10135 -3.77822
H -4.59612 1.57099 -3.35555
H -3.59004 0.21282 -2.81053
H -4.00919 0.39748 -6.83224
H -3.56335 2.05662 -6.41461
H -5.11877 1.39306 -5.86058
C 3.53031 0.83269 0.01111
O 2.54591 1.26426 0.60026
N 3.59266 -0.32667 -0.65173
C 4.80814 -0.76340 -1.32572
C 2.41577 -1.17233 -0.70058
H 4.47722 1.39050 -0.01736
H 4.60659 -0.89205 -2.38928
H 5.13040 -1.71700 -0.89960
H 5.60755 -0.02634 -1.20892
H 1.59174 -0.63023 -1.16688
H 2.11790 -1.44606 0.31470
H 2.62871 -2.07119 -1.27299
C 7.56766 1.95848 -2.35225
O 6.66422 1.13572 -2.37681
N 7.45274 3.22215 -1.91539
C 8.57490 4.14315 -1.92056
C 6.16580 3.68368 -1.42314
H 8.58248 1.71466 -2.70376
H 8.77624 4.48045 -0.90230
H 8.33637 5.00677 -2.54351
H 9.46452 3.65717 -2.31496
H 5.85548 3.06928 -0.57805
H 5.41652 3.59076 -2.21038
H 6.23793 4.72168 -1.10965
```

Summary:
HOMO level, eV: -10.6
Net charge: +1
Orbital gap, eV: 6.63

Results of the Löwdin charge analysis, in e, for atoms 1 through 2: C 0.027; C -0.215

(4)
Entry from OMol25: a 2-piece molecular cluster, C2H7Cl2NSi overall (the ωB97M-V functional and the def2-TZVPD basis).

Structure (XYZ):
```
13
Properties=species:S:1:pos:R:3
C -0.91017 1.69165 -1.45067
N -0.04552 0.94781 -0.68189
Si 0.56585 -0.55506 -0.59546
C 2.16642 -0.48082 0.45581
Cl 0.22981 -2.27974 -1.57791
H -1.50424 1.26223 -2.38399
H -1.64542 2.10980 -0.79210
H -0.18861 2.41455 -1.85703
H 2.61355 0.48267 0.66521
H 1.74111 -0.75707 1.35857
H 2.89577 -1.28360 0.27825
Cl -2.86853 -1.10368 3.29763
H -3.05001 -2.44872 3.28360
```

Summary:
ΔE to the lowest compared entry with this formula, charge and spin, kcal/mol: 87.52
HOMO level, eV: -8.6
Net charge: 0
Orbital gap, eV: 8.78

Results of the natural (NBO) charge analysis, in e, for atoms 1 through 2: C -0.407; N -1.058

(5)
Entry from OMol25: C20H17IIrN3OS3 as an isolated structure (the ωB97M-V functional and the def2-TZVPD basis).

Structure (XYZ):
```
46
Properties=species:S:1:pos:R:3
Ir -1.01218 -0.86164 -0.82882
N 0.35987 0.21038 -2.03007
C 1.35986 0.86064 -1.20792
C 2.69628 0.51919 -1.27119
C 3.58785 1.14738 -0.40809
C 3.12875 2.10767 0.48146
C 1.78110 2.44054 0.52467
C 0.86870 1.81029 -0.31155
C -0.57484 2.11710 -0.33598
C -0.98659 3.44078 -0.17116
C -2.31065 3.80567 -0.34261
C -3.23813 2.85386 -0.72787
C -2.85142 1.52840 -0.88112
C -1.53931 1.14647 -0.63894
H -0.18359 0.91043 -2.53568
H 0.73478 -0.43867 -2.71733
H 3.04292 -0.21837 -1.98559
H 4.63847 0.89404 -0.44333
H 3.82424 2.60130 1.14686
H 1.43124 3.17788 1.23576
H -0.24595 4.20042 0.04466
H -2.60647 4.83813 -0.21596
H -4.26715 3.13273 -0.91250
H -3.58555 0.79485 -1.18943
S -4.18355 -1.00123 -4.12988
C -2.87746 -1.05034 -3.23932
N -1.88658 -1.06312 -2.58538
C 0.81888 -5.61241 -0.45538
O -0.42726 -4.94378 -0.14831
C -0.54304 -3.67081 -0.35271
S -2.01646 -2.91996 -0.03133
S 0.69152 -2.65318 -0.93244
H 0.57267 -6.66702 -0.49333
H 1.53402 -5.41211 0.33956
H 1.20020 -5.27339 -1.41630
I -3.13477 -0.41500 2.28163
C -1.05646 -0.31401 2.27481
C -0.51506 -0.03599 3.52140
C 0.85424 -0.00298 3.69244
C 1.65444 -0.26563 2.60219
C 1.05230 -0.52927 1.39269
N -0.28126 -0.55986 1.19301
H -1.17992 0.14346 4.35273
H 1.27924 0.21645 4.66270
H 2.73263 -0.26083 2.66728
H 1.65946 -0.72844 0.52566
```

Summary:
ΔE to the lowest compared entry with this formula, charge and spin, kcal/mol: 0.00
HOMO level (spin up / spin down), eV: -11.1 / -11.0
Net charge: +1
Spin multiplicity: 2
Orbital gap (spin up / spin down), eV: 7.76 / 5.57

Results of the natural (NBO) charge analysis, in e, for atoms 1 through 2: Ir 0.927; N -0.721

(6)
Entry from OMol25: C49H52BBiN11O5 as an isolated structure (the ωB97M-V functional and the def2-TZVPD basis).

Structure (XYZ):
```
119
Properties=species:S:1:pos:R:3
Bi 0.42581 -0.15914 0.05733
O -0.35405 3.33942 3.20850
C 0.13577 2.68552 4.27595
C -0.13892 3.25563 5.52285
C 0.31560 2.66545 6.68218
C 1.06701 1.49079 6.63598
C 1.35291 0.92899 5.41180
C 0.89127 1.50069 4.21906
C 1.19772 0.84385 2.93838
O 0.50904 1.20708 1.90528
N 2.17269 -0.04451 2.91221
N 2.35580 -0.48414 1.63813
C 3.41391 -1.12318 1.33488
C 3.67748 -1.37251 -0.09007
C 4.82891 -2.02234 -0.51000
C 5.08408 -2.11184 -1.86880
C 4.18478 -1.55598 -2.76374
C 3.04609 -0.94680 -2.26225
N 2.79872 -0.85350 -0.95980
H -0.19761 2.83286 2.38807
H -0.71810 4.16896 5.54368
H 0.08630 3.12284 7.63599
H 1.42828 1.03298 7.54623
H 1.94480 0.02627 5.34255
H 4.15559 -1.38612 2.08550
H 5.51054 -2.43591 0.22044
H 5.97890 -2.60554 -2.22380
H 4.35207 -1.59336 -3.83062
H 2.30586 -0.50686 -2.92114
C -4.06849 0.19294 -3.83118
C -3.53817 0.18430 -2.43624
C -4.24299 0.20154 -1.25227
C -3.27471 0.17360 -0.23618
N -2.05393 0.14908 -0.77806
N -2.22444 0.15814 -2.12890
B -1.05534 0.10119 -3.13757
N -0.06954 1.27343 -2.88924
N 0.63662 1.41567 -1.73645
C 1.21122 2.61951 -1.74647
C 0.87171 3.27641 -2.93064
C 0.06406 2.39555 -3.62672
C -0.58407 2.59176 -4.95573
C 1.98249 3.10501 -0.59001
C 1.67417 4.34362 -0.03170
C 2.30907 4.76330 1.12341
C 3.26308 3.95507 1.73193
C 3.59600 2.73617 1.16476
C 2.96179 2.31718 0.00263
N -0.35921 -1.27309 -3.08738
N 0.16151 -1.79625 -1.94783
C 0.73377 -2.95625 -2.27862
C 0.57305 -3.18956 -3.64942
C -0.12839 -2.10181 -4.12796
C -0.58201 -1.83648 -5.52431
C 1.49164 -3.77628 -1.31800
C 1.21458 -3.74707 0.04570
C 1.97106 -4.49319 0.93716
C 3.00555 -5.29376 0.47489
C 3.27734 -5.34298 -0.88574
C 2.53069 -4.58660 -1.77503
C -3.55906 0.18452 1.21057
C -2.71334 0.79756 2.12794
C -3.05152 0.84097 3.47298
C -4.23738 0.27483 3.91597
C -5.09021 -0.33795 3.00636
C -4.75296 -0.38173 1.66356
H -5.15531 0.24281 -3.80320
H -3.78541 -0.71094 -4.37052
H -3.69939 1.04638 -4.40002
H -5.31331 0.23270 -1.13724
H -1.50292 0.24647 -4.22952
H 1.19921 4.25035 -3.25132
H -0.26846 3.54581 -5.37222
H -1.67155 2.59762 -4.87237
H -0.31120 1.80410 -5.65732
H 0.90093 4.95402 -0.47972
H 2.04621 5.71492 1.56525
H 3.74465 4.28048 2.64440
H 4.34485 2.10537 1.62692
H 3.24377 1.38002 -0.45702
H 0.89110 -4.04934 -4.21312
H -0.27703 -2.66275 -6.16299
H -0.14663 -0.91973 -5.92213
H -1.66605 -1.74131 -5.58360
H 0.38507 -3.15867 0.41169
H 1.74240 -4.45414 1.99501
H 3.59054 -5.88368 1.16799
H 4.07848 -5.96967 -1.25528
H 2.76543 -4.61291 -2.83121
H -1.80424 1.27777 1.79760
H -2.39070 1.34036 4.16981
H -4.50628 0.32440 4.96360
H -6.02389 -0.77169 3.34138
H -5.42300 -0.85666 0.95676
N -4.06986 3.74454 -1.47964
C -2.62622 3.55895 -1.41165
C -2.16945 3.42207 0.03393
O -3.07629 3.77520 0.93136
O -1.06511 3.03964 0.33761
H -4.34653 4.39861 -2.19716
H -3.88739 3.99311 0.41850
H -4.54543 2.86477 -1.63630
H -2.11588 4.43991 -1.80744
H -2.24820 2.69473 -1.96050
C -0.84628 -1.87318 4.22980
N -1.83694 -2.47432 3.34677
C -2.87421 -3.28229 3.97507
C -1.70287 -2.40688 2.02721
C -2.64790 -3.18978 1.15793
O -0.77149 -1.76712 1.49214
H -1.34803 -1.28715 4.99706
H -0.19333 -1.22714 3.65548
H -0.24860 -2.65275 4.70699
H -2.94517 -2.98936 5.01951
H -2.63578 -4.34692 3.92858
H -3.84122 -3.10471 3.51193
H -2.53747 -4.25901 1.34802
H -2.40632 -2.97925 0.11932
H -3.68447 -2.92115 1.35136
```

Summary:
ΔE to the lowest compared entry with this formula, charge and spin, kcal/mol: 0.00
HOMO level, eV: -10.0
Net charge: +1
Orbital gap, eV: 7.23

Results of the Löwdin charge analysis, in e, for atoms 1 through 2: Bi 2.101; O 0.066

Short version: max |F| = 0.1096, 0.1760, 0.0328, 0.0919, 0.0180, 0.0059 Eh/bohr, in the order given.